[1]
A structure of composition C27H26N4O7Zr in a non-equilibrium geometry, computed with the ωB97M-V functional and the def2-TZVPD basis.

Geometry as XYZ:
```
65
C27H26N4O7Zr, DFT the ωB97M-V functional and the def2-TZVPD basis
Zr 0.185 1.572 0.375
O -2.601 -0.553 2.524
C -1.916 0.362 2.232
O -0.790 0.233 1.399
C -1.996 1.774 2.752
C -2.197 2.097 4.088
C -1.790 3.353 4.543
C -1.045 4.232 3.775
C -0.874 3.875 2.443
C -1.527 2.767 1.896
O -1.521 2.573 0.573
N 0.246 4.394 1.685
O 0.831 3.554 0.880
O 0.706 5.467 1.870
N -2.000 3.690 5.968
O -1.509 4.717 6.352
O -2.661 2.919 6.607
H -2.593 1.374 4.792
H -0.571 5.097 4.222
C 1.561 -1.129 -3.319
C 0.710 0.040 -3.731
C 0.080 0.000 -4.972
C -0.736 1.032 -5.401
C -0.953 2.135 -4.589
C -0.363 2.216 -3.334
C -0.610 3.410 -2.460
C 0.470 1.167 -2.941
N 1.093 1.220 -1.627
C 2.376 1.344 -1.523
C 3.288 1.715 -2.635
C 3.013 1.002 -0.165
C 4.497 0.984 -0.077
N 2.207 0.692 0.797
C 2.681 -0.028 1.963
C 2.415 0.504 3.225
C 1.678 1.796 3.378
C 2.844 -0.197 4.341
C 3.490 -1.416 4.198
C 3.687 -1.951 2.940
C 3.287 -1.275 1.788
C 3.479 -1.951 0.460
H 1.039 -2.058 -3.544
H 1.797 -1.148 -2.253
H 2.499 -1.148 -3.874
H 0.236 -0.863 -5.605
H -1.206 0.978 -6.372
H -1.584 2.944 -4.928
H -0.819 4.297 -3.061
H 0.268 3.680 -1.841
H -1.482 3.275 -1.812
H 2.733 2.025 -3.518
H 3.935 0.876 -2.899
H 3.942 2.521 -2.299
H 4.868 1.976 -0.344
H 4.931 0.287 -0.793
H 4.829 0.727 0.924
H 2.237 2.656 2.990
H 1.426 1.990 4.421
H 0.699 1.737 2.863
H 2.662 0.207 5.325
H 3.817 -1.960 5.071
H 4.150 -2.922 2.835
H 3.371 -3.026 0.581
H 4.476 -1.778 0.055
H 2.744 -1.638 -0.286
```

Output
LUMO level, eV: -8.54
Net charge: +2
HOMO level, eV: -14.79
Frontier orbital gap, eV: 6.2
Largest force on an atom, eV/Å: 1.11
Relative energy (zero: lowest compared OMol25 entry of this formula, charge and spin), kJ/mol: 21.8


[2]
A structure of composition C27H26N4OPbS, computed with the ωB97M-V functional and the def2-TZVPD basis.

Geometry as XYZ:
```
60
C27H26N4OPbS, DFT the ωB97M-V functional and the def2-TZVPD basis
Pb -0.724 -1.631 -2.527
C 1.854 1.752 2.112
C 2.165 0.510 2.902
C 3.221 0.501 3.812
C 3.527 -0.627 4.555
C 2.780 -1.788 4.406
C 1.735 -1.810 3.499
C 1.436 -0.672 2.760
N 0.341 -0.744 1.826
C 0.497 -0.826 0.496
N 1.786 -0.825 0.068
C 2.317 -0.730 -1.216
C 1.612 -0.495 -2.376
C 2.145 -0.283 -3.628
C 3.513 -0.466 -3.754
C 4.269 -0.766 -2.625
C 3.710 -0.905 -1.364
C 4.564 -1.210 -0.163
N -0.530 -0.938 -0.327
C -1.849 -0.965 0.250
C -2.465 -2.204 0.404
C -3.772 -2.290 0.857
C -4.461 -1.126 1.163
C -3.839 0.106 1.018
C -2.529 0.216 0.560
C -1.887 1.573 0.433
H 2.146 2.639 2.669
H 0.794 1.828 1.878
H 2.405 1.771 1.167
H 3.799 1.406 3.950
H 4.346 -0.598 5.262
H 3.010 -2.668 4.991
H 1.141 -2.704 3.362
H -0.597 -0.873 2.180
H 2.468 -0.867 0.815
H 1.543 -0.028 -4.492
H 3.981 -0.364 -4.724
H 5.340 -0.883 -2.728
H 5.603 -1.329 -0.460
H 4.253 -2.135 0.328
H 4.531 -0.403 0.575
H -1.904 -3.105 0.181
H -4.242 -3.255 0.978
H -5.478 -1.178 1.527
H -4.379 1.010 1.276
H -2.611 2.311 0.084
H -1.036 1.565 -0.247
H -1.531 1.925 1.403
O -2.891 -0.621 -2.456
N -3.237 0.609 -2.616
C -4.522 0.939 -2.385
C -4.948 2.244 -2.509
C -4.053 3.255 -2.866
C -2.745 2.920 -3.105
C -2.313 1.579 -3.007
S -0.749 1.136 -3.417
H -5.150 0.111 -2.092
H -5.989 2.464 -2.316
H -4.386 4.279 -2.955
H -2.013 3.661 -3.391
```

Output
LUMO level (spin up / spin down), eV: -9.23 / -8.15
Net charge: +2
HOMO level (spin up / spin down), eV: -14.12 / -14.12
Frontier orbital gap (spin up / spin down), eV: 4.9 / 6.0
Largest force on an atom, eV/Å: 0.19
Relative energy (zero: lowest compared OMol25 entry of this formula, charge and spin), kJ/mol: 274.2


[3]
A structure of composition C27H26N9O8P2Sn, computed with the ωB97M-V functional and the def2-TZVPD basis.

Geometry as XYZ:
```
73
C27H26N9O8P2Sn, DFT the ωB97M-V functional and the def2-TZVPD basis
Sn 0.293 -0.568 0.379
O -0.553 3.797 2.806
C -0.409 4.520 1.684
C -1.092 5.735 1.586
C -0.975 6.510 0.448
C -0.176 6.093 -0.615
C 0.498 4.889 -0.519
C 0.398 4.087 0.617
C 1.053 2.748 0.681
O 0.777 1.991 1.662
N 1.837 2.423 -0.344
N 2.104 1.090 -0.328
C 3.088 0.653 -1.005
C 3.360 -0.787 -0.961
C 4.365 -1.365 -1.726
C 4.607 -2.722 -1.590
C 3.851 -3.457 -0.690
C 2.855 -2.801 0.022
N 2.607 -1.506 -0.118
H -0.029 2.960 2.634
H -1.706 6.045 2.422
H -1.512 7.450 0.386
H -0.089 6.699 -1.507
H 1.117 4.528 -1.331
H 3.743 1.324 -1.558
H 4.939 -0.756 -2.413
H 5.381 -3.200 -2.179
H 4.020 -4.514 -0.539
H 2.236 -3.318 0.748
N -1.737 -5.407 2.207
C -1.034 -4.221 1.564
C -0.231 -4.764 0.379
P 0.137 -3.617 2.850
O -0.977 -3.156 3.972
O 0.823 -4.853 3.324
O 0.872 -2.410 2.370
P -2.465 -3.248 0.880
O -3.277 -2.787 2.206
O -3.287 -4.341 0.279
O -1.910 -2.073 0.156
H -1.059 -6.141 2.410
H -2.482 -5.662 1.535
H -2.165 -5.104 3.084
H 0.599 -5.386 0.722
H 0.163 -3.926 -0.194
H -0.881 -5.332 -0.290
H -0.529 -2.700 4.694
H -2.915 -1.966 2.564
C -1.381 2.825 -2.776
C -2.524 3.407 -2.262
C -2.952 3.042 -0.998
C -2.226 2.097 -0.282
N -1.135 1.516 -0.790
C -0.722 1.885 -2.002
C -2.604 1.722 1.116
C -3.548 2.439 1.847
C -3.804 2.075 3.155
C -3.103 1.018 3.712
C -2.175 0.369 2.916
N -1.946 0.697 1.650
H -1.005 3.075 -3.759
H -3.078 4.139 -2.835
H -3.843 3.487 -0.582
H 0.174 1.402 -2.365
H -4.054 3.291 1.417
H -4.529 2.625 3.741
H -3.257 0.712 4.738
H -1.570 -0.446 3.310
N -0.667 -0.192 -6.176
C -0.371 -0.822 -5.247
N -0.020 -1.611 -4.258
C 0.199 -1.240 -3.058
N 0.444 -0.960 -1.950
```

Output
LUMO level, eV: 2.17
Net charge: -1
HOMO level, eV: -5.32
Frontier orbital gap, eV: 7.5
Largest force on an atom, eV/Å: 0.52
Relative energy (zero: lowest compared OMol25 entry of this formula, charge and spin), kJ/mol: 77.1


- The highest relative energy (zero: lowest compared OMol25 entry of this formula, charge and spin) belongs to which entry?
  C27H26N4OPbS


- What is the net charge in the third record?
  -1